[1]
Molecular formula: C26H34N2O10S
Method: DFT, wB97M-V/def2-TZVPD

The SMILES is O=C(O)CCCc1cccc2nsnc12.O=C1CCCO1.O=C1CCCO1.O=C1CCCO1.O=C1CCCO1. The LUMO energy comes out at -1.42 eV.

XYZ file:
```
73
C26H34N2O10S, DFT wB97M-V/def2-TZVPD
O 2.5358 -2.5934 4.0383
C 1.6982 -2.3993 3.1077
O 0.5933 -3.3102 3.0168
C 1.9796 -1.1877 2.0979
C 1.1354 0.1505 2.4342
C -0.0277 0.4450 1.3227
C -1.1594 -0.6881 1.6079
C -2.1601 -0.3877 2.7417
C -3.2587 -1.4529 3.1028
C -3.2871 -2.7798 2.2937
C -2.2453 -3.0419 1.1560
N -2.0422 -4.1698 0.2898
S -0.7424 -3.9902 -0.8047
N -0.2491 -2.3930 -0.3318
C -1.1120 -1.9919 0.7395
H -0.1552 -2.9752 3.5655
H 1.8194 -1.5764 1.0276
H 3.0994 -0.9164 2.2115
H 0.5482 -0.0877 3.4070
H 1.7748 1.0678 2.6622
H -0.4692 1.4838 1.5306
H 0.3506 0.3363 0.2499
H -2.0939 0.5858 3.3437
H -3.9972 -1.2308 3.9395
H -4.0585 -3.5827 2.5269
O 0.5486 2.9281 -0.1360
C -0.5418 3.4215 -0.2900
C -0.9730 4.2471 -1.4705
C -2.2353 4.9036 -0.9555
C -2.7490 3.8893 0.0390
O -1.5778 3.2660 0.5799
H -1.1742 3.5831 -2.3152
H -0.2144 4.9845 -1.7318
H -2.9571 5.1415 -1.7390
H -1.9810 5.8307 -0.4402
H -3.3675 3.1194 -0.4327
H -3.3203 4.3578 0.8426
O -1.2982 7.6229 -1.1534
C -0.3300 7.9334 -1.8020
C -0.1374 9.2401 -2.5212
C 1.0152 8.9247 -3.4504
C 1.7702 7.8640 -2.6849
O 0.7718 7.1487 -1.9481
H 0.1252 10.0119 -1.7937
H -1.0343 9.5202 -3.0736
H 1.6274 9.7928 -3.7008
H 0.6289 8.5039 -4.3844
H 2.4861 8.2920 -1.9769
H 2.2982 7.1779 -3.3496
O -4.3794 -2.9486 -6.9197
C -3.6181 -3.0223 -5.9896
C -2.2010 -3.5239 -6.0526
C -1.8830 -3.7616 -4.5921
C -2.7558 -2.7436 -3.8984
O -3.9177 -2.6158 -4.7253
H -1.5670 -2.7469 -6.4864
H -2.1354 -4.4438 -6.6334
H -0.8237 -3.6558 -4.3506
H -2.1946 -4.7721 -4.3081
H -2.2725 -1.7648 -3.8222
H -3.0498 -3.0716 -2.8995
O 5.4517 -8.1942 2.4900
C 5.0816 -7.2543 3.1472
C 4.7182 -7.2924 4.6067
C 3.9755 -5.9854 4.7840
C 4.6150 -5.1027 3.7392
O 4.9749 -5.9852 2.6688
H 5.6344 -7.3243 5.2014
H 4.0832 -8.1495 4.8309
H 4.0427 -5.5756 5.7932
H 2.9161 -6.1303 4.5489
H 5.5217 -4.6126 4.1071
H 3.9261 -4.3414 3.3722
```

***

[2]
Molecular formula: C26H34N3S4Y
Method: DFT, wB97M-V/def2-TZVPD

The LUMO energy comes out at -5.32 eV. Its charge is +2.

XYZ file:
```
68
C26H34N3S4Y, DFT wB97M-V/def2-TZVPD
Y -1.0041 0.0235 1.0874
C 1.9945 2.4022 1.0337
C 1.0482 3.3880 1.7017
S -0.7115 2.9615 1.5291
C -1.3467 3.1214 3.2220
C -0.6650 2.2930 4.3011
S -0.6578 0.5014 3.9826
C 1.0860 0.0350 4.2000
C 2.1241 0.7657 3.3605
S 1.8647 0.6685 1.5595
H 3.0263 2.7185 1.1843
H 1.8235 2.3653 -0.0445
H 1.1886 4.3637 1.2379
H 1.2639 3.5057 2.7611
H -2.4011 2.8570 3.1292
H -1.3022 4.1755 3.4946
H -1.1947 2.4452 5.2406
H 0.3655 2.6018 4.4632
H 1.0968 -1.0356 3.9915
H 1.3292 0.1567 5.2553
H 3.0997 0.3279 3.5668
H 2.1872 1.8190 3.6237
C 3.7804 0.2505 -2.1446
C 3.1594 0.3301 -3.5392
C 3.6116 -0.8961 -4.3460
C 3.6644 1.6096 -4.2227
C 1.6333 0.3568 -3.4855
C 0.9024 0.4670 -4.6865
C -0.4737 0.4988 -4.7190
C -1.1590 0.4249 -3.5070
S -2.8654 0.4634 -3.1921
C -2.5754 0.3418 -1.5088
N -1.2931 0.2658 -1.1874
C -0.4657 0.3156 -2.3121
C 0.9299 0.2766 -2.2977
C -3.6334 0.3364 -0.4821
C -4.9737 0.4319 -0.8448
C -5.9528 0.4479 0.1361
C -5.5930 0.3659 1.4738
C -4.2508 0.2669 1.8261
C -3.2278 0.2507 0.8714
H 4.8671 0.2364 -2.2346
H 3.4835 -0.6583 -1.6137
H 3.5142 1.1203 -1.5350
H 4.7011 -0.9191 -4.4080
H 3.2215 -0.8763 -5.3646
H 3.2759 -1.8216 -3.8725
H 4.7555 1.6053 -4.2560
H 3.3420 2.4996 -3.6769
H 3.3037 1.6940 -5.2488
H 1.4359 0.5327 -5.6260
H -1.0037 0.5873 -5.6586
H 1.4482 0.1727 -1.3506
H -5.2624 0.5004 -1.8887
H -6.9949 0.5278 -0.1429
H -6.3584 0.3813 2.2399
H -4.0077 0.1977 2.8826
C 0.2785 -5.5194 0.8993
N -0.8415 -4.6969 1.3986
C -2.0000 -5.3723 2.0174
C -0.7361 -3.4108 1.4466
N -0.6397 -2.2503 1.4876
H -0.1290 -6.2967 0.2578
H 0.8110 -5.9746 1.7323
H 0.9593 -4.9017 0.3207
H -2.3392 -6.1536 1.3422
H -2.8046 -4.6580 2.1677
H -1.7133 -5.8111 2.9713
```

***

[3]
Molecular formula: C26H35AsIN4OPdSSi
Method: DFT, wB97M-V/def2-TZVPD

The value obtained for the energy above the lowest of the compared OMol25 structures with the same formula, charge and spin is 32.9 kcal/mol. The LUMO energy comes out at 2.43 eV. Its charge is -1.

XYZ file:
```
71
C26H35AsIN4OPdSSi, DFT wB97M-V/def2-TZVPD
Pd 0.0947 0.4520 -0.5021
C -4.4044 -0.1516 -2.4877
N -3.3952 -1.1561 -2.2663
C -3.6560 -2.4923 -2.0663
C -2.4867 -3.1242 -1.9178
N -1.4689 -2.1738 -2.0216
C -2.0325 -0.9206 -2.2662
S -1.3255 0.5627 -2.5580
C -0.1174 -2.4572 -1.7389
C 0.2440 -3.7229 -1.2568
C 1.5793 -3.9988 -1.0825
C 2.5159 -3.0061 -1.3625
C 2.0483 -1.7713 -1.7454
N 0.7543 -1.4791 -1.9334
H -5.2302 -0.5922 -3.0474
H -3.9590 0.6571 -3.0648
H -4.7814 0.2509 -1.5470
H -4.6601 -2.8764 -2.0437
H -2.2990 -4.1654 -1.7531
H -0.4959 -4.4596 -0.9851
H 1.8883 -4.9667 -0.7095
H 3.5757 -3.1775 -1.2370
H 2.7351 -0.9476 -1.8990
C 3.8560 -1.6024 1.6528
Si 2.0094 -1.5693 2.1792
C 1.5194 -3.4097 2.2796
C 2.0493 -1.0408 4.0153
O 1.0629 -0.7052 1.2697
H 4.2557 -2.6219 1.6580
H 4.4890 -1.0007 2.3122
H 3.9644 -1.2069 0.6393
H 2.2293 -3.9840 2.8844
H 1.4748 -3.8650 1.2856
H 0.5290 -3.5140 2.7337
H 2.1514 -1.9174 4.6641
H 1.1219 -0.5299 4.2881
H 2.8765 -0.3640 4.2464
I 2.9444 2.7098 3.6077
C 2.8093 2.1554 1.5946
C 3.8397 1.4771 0.9681
C 3.6949 1.2130 -0.3840
C 2.5400 1.6214 -1.0358
N 1.5247 2.2412 -0.4175
C 1.6770 2.5049 0.8856
H 4.7239 1.1695 1.5085
H 4.4709 0.6889 -0.9275
H 2.4130 1.4684 -2.1017
H 0.8604 3.0226 1.3752
C -3.7369 2.3329 0.0099
As -1.8263 2.2038 0.4842
C -1.3331 3.7586 -0.6061
C -2.0191 3.1007 2.2940
C -2.5235 4.5007 2.2844
C -3.8804 4.7882 2.4387
C -4.3520 6.0925 2.3778
C -3.4738 7.1453 2.1664
C -2.1174 6.8773 2.0255
C -1.6515 5.5744 2.0853
H -4.1207 3.3337 0.2158
H -4.3258 1.5979 0.5615
H -3.8201 2.1346 -1.0575
H -2.0698 4.5590 -0.5253
H -1.2816 3.3982 -1.6330
H -0.3471 4.1314 -0.3382
H -1.0415 3.0373 2.7739
H -2.6980 2.4383 2.8337
H -4.5747 3.9736 2.6117
H -5.4105 6.2874 2.5026
H -3.8403 8.1625 2.1123
H -1.4193 7.6904 1.8682
H -0.5909 5.3756 1.9782
```

***

[4]
Molecular formula: C26H35BFeN13S2
Method: DFT, wB97M-V/def2-TZVPD

The LUMO energy (alpha / beta) comes out at -6.22 / -6.29 eV. As for the spin multiplicity: 2. Its charge is +2.

XYZ file:
```
78
C26H35BFeN13S2, DFT wB97M-V/def2-TZVPD
Fe 0.1625 0.2692 -0.1866
C 0.3516 1.2194 -3.7619
C -0.4016 0.0261 -3.2657
C -1.0897 -0.8681 -4.0774
C -1.6368 -1.8227 -3.2396
C -2.4671 -3.0156 -3.5798
N -1.2893 -1.5033 -1.9903
N -0.5298 -0.3701 -1.9774
B -1.5618 -2.2107 -0.6628
N -0.1946 -2.5530 -0.0428
N 0.6610 -1.5606 0.3265
C 1.7260 -2.1529 0.9024
C 2.9046 -1.4457 1.4896
C 1.5391 -3.5295 0.8867
C 0.3134 -3.7477 0.2804
C -0.3732 -5.0409 -0.0075
N -2.2675 -1.1957 0.2475
N -1.6349 -0.0460 0.6117
C -2.4752 0.6346 1.4044
C -2.2067 1.9705 2.0176
C -3.6506 -0.1005 1.5547
C -3.4854 -1.2520 0.8099
C -4.4375 -2.3830 0.6011
H 0.1911 1.3163 -4.8330
H 0.0184 2.1439 -3.2959
H 1.4244 1.1198 -3.5970
H -1.1786 -0.8223 -5.1501
H -2.6443 -3.0402 -4.6521
H -1.9665 -3.9406 -3.2934
H -3.4305 -2.9886 -3.0710
H -2.2198 -3.1927 -0.8010
H 3.0127 -0.4294 1.1250
H 2.8092 -1.4100 2.5771
H 3.8127 -2.0036 1.2611
H 2.2108 -4.2762 1.2768
H 0.2549 -5.8660 0.3188
H -1.3285 -5.1071 0.5131
H -0.5678 -5.1560 -1.0738
H -1.3885 2.5005 1.5415
H -3.1067 2.5820 1.9565
H -1.9631 1.8587 3.0744
H -4.5165 0.1782 2.1321
H -5.3544 -2.1900 1.1525
H -4.6880 -2.5014 -0.4533
H -4.0184 -3.3266 0.9500
N -2.5127 2.2012 -1.1930
C -1.3393 2.8131 -1.0860
N -1.2899 4.1284 -1.2452
C -0.0848 4.6871 -1.1595
N 0.0037 6.0064 -1.2303
N 1.0886 3.9921 -1.0368
C 0.9478 2.7139 -0.9302
N -0.2301 2.0555 -0.8371
C 2.1476 1.8319 -1.1016
C 3.4003 2.3456 -1.3224
C 4.4013 1.4615 -1.7160
C 4.0975 0.1193 -1.8634
C 2.8260 -0.3245 -1.5305
N 1.8803 0.5232 -1.1341
H -3.3220 2.7591 -1.4103
H -2.5677 1.1966 -1.2028
H -0.8270 6.5499 -1.3953
H 0.9063 6.4493 -1.2357
H 3.5629 3.4085 -1.2150
H 5.4018 1.8193 -1.9202
H 4.8359 -0.5856 -2.2190
H 2.5461 -1.3689 -1.5804
S 1.0917 1.3165 1.8242
C 1.3487 1.0634 3.4698
N 2.5306 1.1903 4.0312
C 2.6586 0.8228 5.4451
C 1.2408 0.8318 6.0234
S 0.1157 0.6508 4.5966
H 3.3355 1.4279 3.4690
H 3.2988 1.5365 5.9584
H 3.1140 -0.1653 5.5199
H 1.0010 1.7673 6.5222
H 1.0725 0.0044 6.7060
```

***

[5]
Molecular formula: C26H35CaCl2N5O3
Method: DFT, wB97M-V/def2-TZVPD

The LUMO energy comes out at 0.14 eV.

XYZ file:
```
72
C26H35CaCl2N5O3, DFT wB97M-V/def2-TZVPD
Ca -0.4959 0.0022 -0.2134
C -0.9028 -0.1666 2.9189
C -1.3347 1.0766 2.4170
C -2.2581 0.8432 1.3752
C -2.4004 -0.5708 1.2357
C -1.5628 -1.1796 2.2031
C -1.5270 -2.6619 2.4619
C -3.5417 -1.2730 0.5434
C -3.1842 1.8615 0.7596
C -0.8910 2.4218 2.9252
C 0.1533 -0.3525 3.9700
H -0.6528 -2.9542 3.0466
H -1.5176 -3.2414 1.5333
H -2.4118 -2.9786 3.0240
H -4.3084 -1.5633 1.2705
H -3.2212 -2.1834 0.0277
H -4.0102 -0.6290 -0.2012
H -4.1444 1.8827 1.2861
H -3.3965 1.6487 -0.2915
H -2.7570 2.8654 0.8113
H -1.7171 3.1357 2.9348
H -0.0846 2.8624 2.3240
H -0.5168 2.3373 3.9467
H -0.1768 0.0062 4.9495
H 1.0687 0.1903 3.7108
H 0.4126 -1.4068 4.0797
Cl -3.0225 -1.6633 -4.1824
C -2.6024 -0.0064 -3.8845
C -2.9817 0.9675 -4.8058
C -2.6626 2.2830 -4.5912
Cl -3.1614 3.4780 -5.7518
C -1.9249 2.6676 -3.4535
C -1.5407 3.9950 -3.1667
C -0.8049 4.2629 -2.0455
C -0.4424 3.2043 -1.2024
N -0.7800 1.9551 -1.4301
C -1.5250 1.6634 -2.5291
C -1.8912 0.2750 -2.7101
O -1.5693 -0.6211 -1.8561
H -3.5308 0.6826 -5.6924
H -1.8403 4.7820 -3.8451
H -0.4995 5.2711 -1.8027
H 0.1338 3.3986 -0.3031
N 0.9557 -2.6116 -3.2896
C 0.6575 -2.0983 -2.0680
N -0.0695 -2.9107 -1.2351
O 1.1186 -1.0118 -1.7100
H 0.5005 -3.4314 -3.6470
H 1.4116 -2.0027 -3.9434
H -0.7317 -3.5352 -1.6657
H -0.4506 -2.4213 -0.4373
C 2.6072 1.5610 -0.0540
N 3.2304 0.3565 0.4635
C 4.6248 0.0953 0.1606
C 5.2069 -0.7580 1.2727
C 4.4231 -2.0553 1.3331
N 2.9924 -1.8027 1.3141
C 2.1603 -2.9337 1.6833
C 2.4168 -0.6382 0.9097
O 1.1865 -0.4754 0.9496
H 3.3418 2.3635 -0.0615
H 1.7859 1.8462 0.6038
H 2.2179 1.4162 -1.0674
H 5.1438 1.0503 0.0892
H 4.7297 -0.4202 -0.8022
H 5.1027 -0.2241 2.2189
H 6.2640 -0.9598 1.1032
H 4.6609 -2.5944 2.2535
H 4.6912 -2.7087 0.4941
H 2.3619 -3.2302 2.7152
H 2.3664 -3.7814 1.0248
H 1.1185 -2.6521 1.5955
```

***

[6]
Molecular formula: C26H35HfN2O6S2
Method: DFT, wB97M-V/def2-TZVPD

The LUMO energy comes out at -12.41 eV. Its charge is +3.

XYZ file:
```
72
C26H35HfN2O6S2, DFT wB97M-V/def2-TZVPD
C 3.5168 -2.2984 -0.1958
C 3.2761 -2.1225 -1.6928
S 2.1704 -0.7203 -2.0543
C 0.6343 -1.5991 -2.5835
N -0.5457 -0.8038 -2.4359
C -0.5777 0.4550 -3.1223
C -0.1229 1.7478 -2.4102
C 0.3681 2.7317 -3.3957
O 0.2351 2.6399 -4.6234
N 1.0020 3.9154 -2.8544
C 2.3122 3.6697 -2.2618
C 3.1947 2.8151 -2.9168
C 4.4535 2.5782 -2.3668
C 4.8379 3.2007 -1.1834
C 3.9402 4.0574 -0.5397
C 2.6723 4.2838 -1.0703
C -1.2773 -0.9125 -1.2232
C -0.5184 -0.7070 0.0985
O -1.4294 -1.1077 1.1834
C -1.2937 -0.6156 2.3345
C -0.0721 -0.1033 2.8230
C 0.0446 0.4045 4.0900
C 1.2975 0.9613 4.6336
C -1.1294 0.4249 4.9700
C -2.3203 -0.0879 4.5502
C -2.5056 -0.6214 3.2524
C -3.8221 -1.1320 2.9328
C -3.8094 -2.6627 3.2904
C -4.3877 -0.8574 1.5375
C -2.4188 0.1569 -1.1617
O -3.2156 0.1787 -2.0758
O -2.3099 0.9647 -0.2112
S -2.0948 -2.6297 -1.2165
C -1.0670 -3.7747 -0.3023
O -3.3880 -2.5658 -0.6029
O -2.0642 -3.0490 -2.5842
H 2.7142 -2.8727 0.2546
H 4.4461 -2.8378 -0.0473
H 3.5936 -1.3392 0.3071
H 4.1893 -2.0397 -2.2664
H 2.7689 -3.0068 -2.0672
H 0.7438 -1.8760 -3.6270
H 0.5812 -2.5295 -2.0372
H 0.0239 0.3523 -4.0208
H -1.5902 0.6283 -3.4750
H -0.9814 2.2145 -1.8913
H 0.6474 1.6275 -1.6464
H 1.0727 4.6688 -3.5697
H 2.9478 2.3397 -3.8539
H 5.1364 1.9140 -2.8711
H 5.8151 3.0242 -0.7694
H 4.2659 4.5385 0.3669
H 1.9981 4.9554 -0.5634
H 0.4150 -1.2630 0.1679
H -0.3297 0.3516 0.2279
H 0.8036 -0.1341 2.1978
H 2.1295 0.7505 3.9743
H 1.1575 2.0456 4.6719
H 1.4764 0.6386 5.6543
H -1.0462 0.8408 5.9622
H -3.1687 -0.0718 5.2135
H -4.4924 -0.6588 3.6469
H -3.2629 -2.8523 4.2105
H -4.8376 -2.9324 3.4951
H -3.3755 -3.2624 2.5003
H -5.4266 -1.1750 1.5528
H -3.8883 -1.4395 0.7823
H -4.3671 0.1992 1.3038
H -0.4177 -4.2426 -1.0332
H -1.7243 -4.5419 0.0867
H -0.4489 -3.3253 0.4654
Hf -1.1546 4.4967 -3.9143
```

***

- Number 6 is which compound?
  C26H35HfN2O6S2